A 4-piece molecular cluster, C17H37N2O11P overall at a distorted geometry, computed with ωB97M-V/def2-TZVPD.

```
68
Properties=species:S:1:pos:R:3:mulliken_charge:R:1
C 1.384 4.739 5.877 -1.131
C 0.005 4.984 5.245 -0.290
C -0.296 6.473 4.928 -0.779
C -0.674 6.698 3.465 -0.688
N 0.489 6.928 2.618 -0.401
O 0.758 5.777 1.828 -0.056
C 2.011 5.353 1.995 0.436
O 2.738 5.585 2.894 -0.406
O 2.402 4.564 0.941 -0.283
P 1.645 3.150 0.774 0.936
N 1.569 2.288 2.059 -0.493
O 0.197 3.424 0.212 -0.497
O 2.470 2.402 -0.350 -0.496
H 1.307 4.533 6.944 0.343
H 2.034 5.606 5.778 0.303
H 1.889 3.888 5.423 0.201
H -0.102 4.397 4.334 0.179
H -0.751 4.618 5.940 0.470
H -1.104 6.827 5.568 0.347
H 0.585 7.064 5.172 0.393
H -1.288 7.600 3.411 0.409
H -1.272 5.857 3.116 0.364
H 0.345 7.698 1.980 0.252
H 2.002 2.730 2.862 0.185
H -0.277 2.579 0.288 0.372
H 3.338 2.254 0.055 0.314
C 2.307 -0.757 0.236 -0.518
C 1.566 -1.048 1.523 -0.541
O 0.174 -1.287 1.286 -0.390
C -0.315 -2.487 0.931 0.790
C 0.624 -3.584 0.507 -0.667
O -1.511 -2.628 0.892 -0.588
H 2.271 -1.609 -0.444 0.184
H 3.353 -0.519 0.441 0.329
H 1.854 0.088 -0.274 0.128
H 2.012 -1.875 2.080 0.366
H 1.599 -0.175 2.170 0.292
H 0.689 -3.565 -0.588 0.086
H 0.201 -4.534 0.827 0.326
H 1.621 -3.512 0.935 0.353
C -3.812 -4.326 -0.261 -0.784
C -4.960 -3.899 -1.149 -0.514
O -4.576 -3.842 -2.530 -0.375
C -4.579 -4.912 -3.340 0.743
C -4.754 -6.294 -2.749 -0.906
O -4.380 -4.752 -4.514 -0.579
H -3.477 -5.338 -0.500 0.248
H -4.106 -4.302 0.788 0.338
H -2.962 -3.663 -0.395 0.297
H -5.846 -4.525 -1.024 0.377
H -5.260 -2.883 -0.899 0.314
H -3.770 -6.729 -2.586 0.239
H -5.294 -6.901 -3.471 0.310
H -5.313 -6.314 -1.818 0.317
C 3.082 -1.840 -6.057 -0.959
C 2.443 -3.137 -5.609 -0.437
O 2.321 -3.212 -4.184 -0.376
C 1.294 -2.677 -3.509 0.696
C 0.337 -1.741 -4.205 -1.009
O 1.196 -2.912 -2.332 -0.633
H 2.475 -0.977 -5.785 0.276
H 3.217 -1.837 -7.139 0.353
H 4.055 -1.716 -5.581 0.301
H 1.478 -3.311 -6.086 0.385
H 3.081 -3.976 -5.878 0.310
H 0.662 -0.717 -4.026 0.241
H -0.649 -1.881 -3.767 0.345
H 0.246 -1.908 -5.275 0.344
```

Properties
- structure (SMILES) = CCCCNOC(=O)OP(=N)(O)O.CCOC(C)=O.CCOC(C)=O.CCOC(C)=O
- multiplicity = 1
- molar mass (g/mol) = 476.46
- gap between HOMO and LUMO (eV) = 9.83
- HOMO energy (eV) = -9.439